84
Properties=species:S:1:pos:R:3 method="wB97M-V/def2-TZVPD" homo_lumo_gap_ev=6.90 homo_energy_ev=-10.2 de_lowest_kj_mol=55.1 total_energy_ha=-5713.834531 e_lumo_ev=-3.3 total_charge=+1
Sn 1.068 -0.503 -0.299
O -1.618 3.162 2.708
C -0.322 3.312 3.148
C 0.016 4.453 3.857
C 1.329 4.628 4.274
C 2.296 3.674 3.988
C 1.953 2.543 3.261
C 0.646 2.354 2.838
C 0.248 1.195 1.959
O 1.303 0.433 1.524
N -0.788 0.403 2.657
N -1.272 -0.583 1.835
C -1.729 -1.646 2.357
C -2.331 -2.731 1.588
Br -2.380 -2.465 -0.292
C -2.764 -3.838 2.195
C -3.368 -5.081 1.707
C -4.112 -5.204 0.531
C -4.632 -6.432 0.157
C -4.418 -7.557 0.940
C -3.700 -7.444 2.122
C -3.191 -6.216 2.504
H -1.789 2.204 2.658
H -0.751 5.182 4.080
H 1.593 5.516 4.833
H 3.316 3.817 4.317
H 2.695 1.807 2.981
H -0.306 1.637 1.122
H -0.461 0.078 3.567
H -1.705 -1.800 3.439
H -2.592 -3.832 3.269
H -4.317 -4.335 -0.076
H -5.216 -6.509 -0.751
H -4.820 -8.515 0.638
H -3.543 -8.311 2.750
H -2.640 -6.130 3.433
N 4.780 4.087 -6.081
C 4.376 3.565 -4.882
C 4.584 4.277 -3.692
C 4.148 3.769 -2.489
C 3.506 2.536 -2.461
C 3.291 1.809 -3.631
C 3.720 2.324 -4.832
S 2.950 1.904 -0.947
O 3.148 0.451 -0.943
O 3.465 2.657 0.145
N 1.269 1.908 -1.008
C 0.640 3.040 -0.909
N 1.295 4.229 -0.891
C 0.675 5.303 -0.514
C -0.692 5.323 -0.137
C -1.390 4.195 -0.352
N -0.765 3.054 -0.824
H 5.437 4.846 -6.076
H 4.835 3.474 -6.876
H 5.096 5.231 -3.725
H 4.306 4.309 -1.565
H 2.807 0.840 -3.591
H 3.572 1.763 -5.746
H 1.259 6.218 -0.514
H -1.172 6.209 0.245
H -2.449 4.113 -0.184
S 1.279 -1.453 -3.339
C -0.289 -1.649 -3.949
N -0.927 -2.823 -3.847
C -2.287 -3.083 -4.309
C -3.058 -1.775 -4.365
C -2.254 -0.761 -5.159
N -0.930 -0.644 -4.563
H -0.415 -3.549 -3.372
H -2.755 -3.782 -3.617
H -2.262 -3.551 -5.297
H -3.206 -1.399 -3.350
H -4.035 -1.933 -4.820
H -2.727 0.220 -5.143
H -2.173 -1.076 -6.203
H -0.413 0.216 -4.634
C -3.717 1.043 -1.243
O -2.837 2.168 -1.015
C -1.553 1.901 -1.137
O -1.102 0.851 -1.505
H -4.701 1.389 -0.950
H -3.397 0.196 -0.640
H -3.699 0.779 -2.298

---

76
Properties=species:S:1:pos:R:3 method="wB97M-V/def2-TZVPD" homo_lumo_gap_ev=4.54 homo_energy_ev=-0.2 de_lowest_kj_mol=17.0 total_energy_ha=-3727.257746 e_lumo_ev=4.4 total_charge=-2
Ca -0.700 0.082 0.168
C 1.769 -1.139 5.845
C 1.847 -2.390 4.978
N 0.713 -2.521 4.088
C 0.654 -1.904 2.859
S -0.579 -2.442 1.799
N 1.580 -0.980 2.677
N 1.530 -0.410 1.442
C 2.414 0.477 1.177
C 3.437 0.977 2.155
C 2.370 1.089 -0.174
C 3.195 2.170 -0.493
C 3.072 2.768 -1.736
C 2.157 2.261 -2.640
C 1.402 1.160 -2.258
N 1.511 0.585 -1.068
H 2.643 -1.061 6.500
H 0.872 -1.154 6.466
H 1.730 -0.258 5.206
H 1.878 -3.283 5.610
H 2.769 -2.363 4.390
H 0.123 -3.330 4.163
H 3.431 0.341 3.035
H 3.183 1.997 2.461
H 4.440 0.998 1.721
H 3.884 2.568 0.238
H 3.674 3.635 -1.982
H 1.998 2.714 -3.610
H 0.651 0.738 -2.918
C -5.614 -0.571 -1.134
C -4.109 -0.348 -1.124
S -3.507 0.293 0.414
C -3.384 -0.644 -2.224
C -4.052 -1.204 -3.460
S -1.619 -0.527 -2.403
H -6.029 -0.304 -0.165
H -5.871 -1.618 -1.336
H -6.121 0.036 -1.895
H -5.105 -0.923 -3.547
H -4.002 -2.301 -3.476
H -3.528 -0.858 -4.354
N -0.229 2.308 0.776
P -0.995 3.581 0.453
C -2.608 3.874 1.286
C -2.860 3.168 2.454
C -4.055 3.334 3.136
C -5.018 4.208 2.650
C -4.785 4.905 1.472
C -3.586 4.734 0.791
C -1.423 3.891 -1.310
C -2.345 3.012 -1.882
C -2.605 3.057 -3.243
C -1.958 3.985 -4.049
C -1.038 4.862 -3.490
C -0.770 4.811 -2.127
C -0.052 5.117 0.905
C 1.272 4.899 1.271
C 2.099 5.961 1.612
C 1.607 7.259 1.597
C 0.282 7.487 1.246
C -0.539 6.421 0.904
H -2.116 2.458 2.798
H -4.246 2.755 4.031
H -5.961 4.322 3.173
H -5.545 5.564 1.068
H -3.430 5.245 -0.153
H -2.840 2.264 -1.266
H -3.291 2.333 -3.666
H -2.156 4.013 -5.115
H -0.517 5.579 -4.115
H -0.031 5.482 -1.705
H 1.613 3.868 1.277
H 3.129 5.770 1.894
H 2.251 8.090 1.864
H -0.112 8.497 1.239
H -1.572 6.610 0.635

---

77
Properties=species:S:1:pos:R:3 method="wB97M-V/def2-TZVPD" homo_lumo_gap_ev="7.74 / 7.64" homo_energy_ev="-10.3 / -10.5" de_lowest_kj_mol=23.8 total_energy_ha=-4581.611182 e_lumo_ev="-2.6 / -2.8" total_charge=+1 multiplicity=4
Tc 1.025 -0.998 -0.823
N -4.494 -6.208 0.814
C -3.676 -5.367 0.122
C -4.205 -4.494 -0.842
C -3.383 -3.632 -1.531
C -2.016 -3.621 -1.263
C -1.475 -4.474 -0.308
C -2.297 -5.340 0.379
S -1.029 -2.486 -2.120
O -1.495 -2.318 -3.459
O 0.392 -2.891 -1.933
N -1.008 -1.103 -1.273
C -1.349 0.084 -1.916
N -0.331 0.955 -1.921
C -0.565 2.149 -2.461
C -1.788 2.447 -3.032
C -2.745 1.444 -3.019
N -2.539 0.256 -2.462
H -5.444 -6.336 0.517
H -4.099 -6.932 1.385
H -5.267 -4.508 -1.049
H -3.792 -2.965 -2.278
H -0.411 -4.465 -0.117
H -1.879 -6.011 1.118
H 0.249 2.863 -2.433
H -1.986 3.410 -3.477
H -3.718 1.596 -3.471
C 5.601 -1.546 -0.842
P 4.331 -1.264 -2.075
C 4.796 0.173 -3.039
C 4.271 -2.686 -3.163
O 2.988 -1.036 -1.412
H 6.570 -1.697 -1.316
H 5.348 -2.430 -0.256
H 5.656 -0.685 -0.177
H 5.756 0.014 -3.530
H 4.870 1.039 -2.383
H 4.035 0.363 -3.795
H 5.249 -2.880 -3.601
H 3.548 -2.508 -3.959
H 3.950 -3.559 -2.594
C 1.077 -0.228 0.853
Ge 0.166 1.401 1.491
C -1.725 1.354 1.033
C -2.387 2.473 0.535
C -3.751 2.435 0.280
C -4.467 1.271 0.510
C -3.819 0.148 1.007
C -2.460 0.195 1.274
C 0.353 1.426 3.433
C 1.622 1.428 4.009
C 1.779 1.447 5.385
C 0.661 1.467 6.208
C -0.607 1.470 5.650
C -0.759 1.449 4.270
C 1.081 2.944 0.727
C 2.097 2.817 -0.216
C 2.733 3.936 -0.736
C 2.355 5.205 -0.318
C 1.357 5.346 0.634
C 0.734 4.223 1.158
H 1.645 -0.767 1.624
H -1.839 3.390 0.348
H -4.254 3.315 -0.099
H -5.529 1.238 0.305
H -4.373 -0.765 1.186
H -1.970 -0.689 1.666
H 2.507 1.427 3.380
H 2.771 1.452 5.819
H 0.781 1.484 7.283
H -1.480 1.490 6.289
H -1.757 1.451 3.846
H 2.399 1.829 -0.551
H 3.523 3.823 -1.467
H 2.846 6.080 -0.723
H 1.071 6.331 0.978
H -0.027 4.352 1.920

---

77
Properties=species:S:1:pos:R:3 method="wB97M-V/def2-TZVPD" homo_lumo_gap_ev="6.05 / 6.08" homo_energy_ev="-9.7 / -9.7" de_lowest_kj_mol=56.2 total_energy_ha=-5265.617733 e_lumo_ev="-3.6 / -3.6" total_charge=+1 multiplicity=5
Pm 1.720 -0.883 -0.694
C -5.365 3.005 -2.633
C -3.894 3.427 -2.896
C -3.612 4.904 -2.506
C -3.684 3.345 -4.422
C -2.881 2.581 -2.169
C -1.564 2.511 -2.558
C -0.715 1.637 -1.960
Br 1.180 1.660 -2.519
C -1.043 0.958 -0.763
O -0.025 0.349 -0.167
C -2.374 1.006 -0.344
C -3.239 1.831 -1.056
C -2.809 0.143 0.820
C -4.299 0.465 1.155
C -2.564 -1.335 0.518
C -1.962 0.625 1.988
H -6.049 3.478 -3.382
H -5.754 3.343 -1.651
H -5.472 1.914 -2.813
H -4.103 5.663 -3.198
H -2.517 5.042 -2.679
H -3.920 5.182 -1.496
H -4.551 3.824 -4.918
H -3.685 2.265 -4.734
H -2.798 3.892 -4.740
H -1.214 3.164 -3.298
H -4.269 1.739 -0.726
H -4.969 0.101 0.396
H -4.437 1.559 1.231
H -4.719 0.051 2.103
H -2.861 -1.606 -0.509
H -3.106 -1.992 1.172
H -1.480 -1.619 0.568
H -2.074 1.680 1.931
H -0.909 0.379 1.979
H -2.338 0.242 2.923
C 3.152 -5.109 1.309
C 2.769 -4.018 0.504
N 2.408 -2.845 0.951
C 2.348 -2.692 2.299
C 2.700 -3.715 3.214
C 3.208 -4.875 2.675
C 2.554 -3.483 4.640
C 2.079 -2.295 5.073
C 1.809 -1.220 4.120
C 1.337 0.023 4.594
C 1.155 1.021 3.678
C 1.403 0.785 2.320
N 1.790 -0.424 1.854
C 2.015 -1.384 2.762
H 3.524 -6.033 0.950
H 2.648 -4.192 -0.559
H 3.682 -5.692 3.302
H 2.814 -4.266 5.350
H 1.976 -2.107 6.131
H 1.114 0.148 5.637
H 0.668 1.976 3.989
H 1.230 1.589 1.593
C 1.138 -2.612 -3.216
O 1.189 -2.565 -1.764
C -3.963 -8.044 2.211
O -3.944 -7.277 1.409
H 0.663 -1.658 -3.540
H 0.512 -3.426 -3.625
H 2.140 -2.643 -3.649
S 4.210 -1.380 -2.090
C 4.881 0.017 -1.471
N 6.011 0.478 -2.003
C 6.679 1.531 -1.552
C 6.198 2.228 -0.495
C 4.942 1.820 -0.007
N 4.342 0.695 -0.423
H 6.264 -0.039 -2.847
H 7.626 1.693 -2.026
H 6.670 3.117 -0.027
H 4.418 2.340 0.774

---

74
Properties=species:S:1:pos:R:3 method="wB97M-V/def2-TZVPD" homo_lumo_gap_ev=6.82 homo_energy_ev=-6.7 total_energy_ha=-2635.169360 e_lumo_ev=0.1
Ca -0.511 -0.127 -0.525
C -2.840 1.170 -0.042
C -2.978 0.297 -1.146
C -2.344 0.902 -2.255
C -1.836 2.150 -1.844
C -2.149 2.319 -0.485
H -3.266 1.019 0.941
H -3.500 -0.652 -1.147
H -2.286 0.491 -3.252
H -1.302 2.852 -2.465
H -1.943 3.201 0.101
C -1.970 -1.393 2.324
C -2.273 -2.896 2.304
C -1.382 -3.634 3.310
C -2.312 -3.554 0.925
C -3.370 -4.434 0.709
C -3.552 -5.075 -0.503
C -2.663 -4.818 -1.531
C -1.585 -3.952 -1.363
C -0.669 -3.774 -2.566
C -0.461 -2.322 -3.004
C 0.681 -4.475 -2.395
C -1.390 -3.324 -0.117
N -0.336 -2.396 0.072
C 0.768 -2.849 0.718
C 1.127 -4.195 0.967
C 2.301 -4.524 1.624
C 3.187 -3.554 2.077
C 2.867 -2.217 1.863
C 1.701 -1.922 1.209
F 1.368 -0.585 1.017
H -2.304 -0.968 3.274
H -2.502 -0.882 1.519
H -0.902 -1.200 2.227
H -3.296 -2.998 2.677
H -0.324 -3.475 3.102
H -1.574 -4.708 3.286
H -1.590 -3.273 4.320
H -4.078 -4.607 1.512
H -4.388 -5.746 -0.650
H -2.808 -5.297 -2.493
H -1.182 -4.277 -3.390
H 0.358 -1.864 -2.447
H -1.373 -1.733 -2.882
H -0.178 -2.281 -4.059
H 1.267 -4.001 -1.608
H 1.250 -4.426 -3.327
H 0.546 -5.526 -2.133
H 0.452 -4.976 0.640
H 2.530 -5.570 1.790
H 4.098 -3.824 2.592
H 3.504 -1.413 2.210
C 4.022 -0.387 -3.306
N 3.921 0.473 -2.143
C 4.941 0.781 -1.261
C 4.425 1.569 -0.308
N 3.074 1.736 -0.603
C 2.760 1.052 -1.747
S 1.300 0.973 -2.557
C 2.202 2.515 0.208
C 2.661 3.729 0.695
C 1.888 4.388 1.634
C 0.703 3.807 2.052
C 0.317 2.611 1.469
N 1.039 1.982 0.542
H 5.070 -0.616 -3.478
H 3.604 0.118 -4.174
H 3.463 -1.308 -3.143
H 5.939 0.400 -1.385
H 4.872 1.995 0.571
H 3.600 4.136 0.346
H 2.214 5.336 2.041
H 0.082 4.271 2.805
H -0.610 2.132 1.755

---

78
Properties=species:S:1:pos:R:3 method="wB97M-V/def2-TZVPD" homo_lumo_gap_ev=4.35 homo_energy_ev=-6.2 de_lowest_kj_mol=0.0 total_energy_ha=-2150.074565 e_lumo_ev=-1.8
C 4.757 -2.485 5.043
C 3.964 -1.332 4.478
O 2.663 -1.808 4.072
C 1.900 -0.913 3.367
C 0.517 -1.435 3.240
C -0.514 -0.454 3.024
O -0.545 0.334 2.071
C -1.676 -0.467 4.022
C -2.747 -1.492 3.662
C -2.200 -2.873 3.293
C -1.092 -3.297 4.257
C 0.304 -2.705 4.013
O 2.357 0.140 2.955
H 5.785 -2.146 5.185
H 4.364 -2.804 6.009
H 4.779 -3.342 4.366
H 3.816 -0.562 5.250
H 4.488 -0.913 3.606
H -1.290 -0.646 5.032
H -2.139 0.519 4.007
H -3.404 -1.610 4.535
H -3.391 -1.126 2.848
H -3.019 -3.600 3.405
H -1.852 -2.923 2.254
H -1.414 -3.077 5.288
H -0.968 -4.386 4.224
H 0.932 -3.465 3.513
H 0.742 -2.574 5.018
C -0.223 2.694 -5.635
N -0.482 2.380 -4.244
C -1.530 2.932 -3.568
O -2.297 3.774 -4.022
C -1.546 2.324 -2.165
C -2.857 1.605 -1.880
C -4.041 2.506 -2.086
C -4.965 2.292 -3.112
F -4.777 1.240 -3.950
C -6.020 3.166 -3.358
F -6.880 2.931 -4.370
C -6.179 4.296 -2.557
F -7.196 5.147 -2.779
C -5.289 4.524 -1.508
F -5.446 5.601 -0.712
C -4.240 3.635 -1.291
F -3.343 3.920 -0.309
N -0.346 1.476 -2.174
C 0.003 0.804 -1.052
C 1.013 -0.144 -0.999
C 1.548 -0.789 0.128
C 2.782 -1.554 0.030
C 3.353 -2.329 1.086
C 4.657 -2.808 0.999
C 5.352 -2.798 -0.218
C 4.733 -2.222 -1.329
C 3.499 -1.585 -1.202
C 0.281 1.374 -3.524
C 0.087 -0.011 -4.177
C 1.787 1.701 -3.564
H -1.000 3.373 -5.989
H 0.762 3.167 -5.741
H -0.225 1.779 -6.241
H -1.439 3.137 -1.425
H -2.941 0.739 -2.549
H -2.815 1.237 -0.846
H -0.554 1.064 -0.146
H 1.413 -0.441 -1.969
H 1.078 -0.588 1.085
H 2.759 -2.574 1.961
H 5.130 -3.205 1.892
H 6.334 -3.263 -0.310
H 5.220 -2.236 -2.302
H 3.102 -1.104 -2.094
H -0.972 -0.196 -4.395
H 0.648 -0.042 -5.122
H 0.465 -0.815 -3.536
H 1.952 2.781 -3.469
H 2.325 1.176 -2.767
H 2.201 1.375 -4.531